C34H48CuGeO6P2STe as an isolated structure. Source: OMol25; level of theory: ωB97M-V/def2-TZVPD.

Last column: Löwdin charge in e.
Geometry (Å):
Cu1 0.2822 1.0831 1.2951  0.025
C1 3.8899 -3.0375 -2.2307  -0.036
C2 2.6695 -2.4501 -1.5628  -0.419
C3 1.4442 -3.3343 -1.6475  -0.036
O1 3.0287 -2.2574 -0.1454  -0.171
P1 2.3084 -1.2011 0.7696  0.462
O2 1.3336 -0.3608 0.0276  -0.328
C4 1.5790 -2.1605 2.1092  -0.187
P2 0.7440 -1.1795 3.3661  0.477
O3 -0.0969 -0.0829 2.8012  -0.284
O4 1.9276 -0.7223 4.2749  -0.174
C5 1.9174 0.4388 5.1813  -0.384
C6 0.6137 0.5661 5.9455  -0.036
C7 2.2801 1.6805 4.3957  -0.025
O5 -0.2149 -2.1174 4.1702  -0.156
C8 0.0184 -3.4021 4.8382  -0.394
C9 1.3095 -3.4281 5.6307  -0.038
C10 -0.0823 -4.5354 3.8355  -0.039
O6 3.4416 -0.4080 1.5133  -0.178
C11 4.4810 0.2621 0.7100  -0.421
C12 4.5683 1.6909 1.1902  -0.033
C13 5.7671 -0.5154 0.8646  -0.032
H1 3.6988 -3.1625 -3.2974  0.093
H2 4.1277 -4.0122 -1.7996  0.092
H3 4.7533 -2.3822 -2.1072  0.082
H4 2.4421 -1.4710 -1.9813  0.135
H5 1.6441 -4.3061 -1.1905  0.095
H6 1.1779 -3.4910 -2.6939  0.096
H7 0.5902 -2.8680 -1.1491  0.060
H8 2.3681 -2.7606 2.5658  0.094
H9 0.8275 -2.8090 1.6522  0.084
H10 2.7203 0.2017 5.8741  0.146
H11 -0.2161 0.8152 5.2794  0.081
H12 0.7204 1.3626 6.6823  0.096
H13 0.3701 -0.3555 6.4747  0.080
H14 1.5292 1.8827 3.6284  0.066
H15 3.2509 1.5625 3.9130  0.073
H16 2.3239 2.5365 5.0697  0.097
H17 -0.8222 -3.4630 5.5238  0.146
H18 2.1836 -3.3350 4.9823  0.080
H19 1.3756 -4.3826 6.1558  0.098
H20 1.3420 -2.6284 6.3704  0.080
H21 0.8402 -4.6490 3.2608  0.078
H22 -0.9138 -4.3672 3.1495  0.072
H23 -0.2603 -5.4721 4.3652  0.096
H24 4.1638 0.2544 -0.3360  0.138
H25 4.9418 1.7256 2.2165  0.085
H26 3.5910 2.1762 1.1483  0.080
H27 5.2596 2.2466 0.5545  0.095
H28 6.0538 -0.5540 1.9181  0.094
H29 6.5643 -0.0235 0.3046  0.095
H30 5.6536 -1.5347 0.4943  0.077
Te1 -0.1774 2.3765 -0.7874  1.200
C14 -0.7085 4.3889 -0.5041  -0.949
C15 -1.0143 5.1030 0.6178  -0.226
C16 -1.2599 6.4786 0.3394  -0.180
C17 -1.1287 6.7769 -0.9816  -0.410
S1 -0.7112 5.3968 -1.8949  0.937
H31 -1.0749 4.6774 1.6073  0.088
H32 -1.5221 7.2063 1.0968  0.108
H33 -1.2527 7.7323 -1.4714  0.073
C18 -3.6367 2.0997 -1.8184  -0.227
Ge1 -2.5339 1.3357 -0.4130  0.725
C19 -2.3142 -0.5967 -0.5435  -0.322
C20 -2.3070 -1.2637 -1.7702  -0.096
C21 -2.2621 -2.6516 -1.8196  -0.088
C22 -2.2178 -3.3869 -0.6416  -0.088
C23 -2.2084 -2.7329 0.5857  -0.078
C24 -2.2587 -1.3443 0.6361  -0.105
C25 -3.2511 1.7072 1.3747  -0.242
C26 -2.4950 2.2939 2.3547  -0.137
C27 -3.0275 2.6065 3.6270  -0.064
C28 -4.3364 2.3423 3.8953  -0.023
C29 -5.1557 1.7022 2.9310  -0.159
C30 -6.5060 1.3803 3.2181  -0.030
C31 -7.2759 0.7138 2.3116  -0.070
C32 -6.7248 0.3212 1.0717  -0.063
C33 -5.4325 0.6324 0.7614  -0.046
C34 -4.6088 1.3533 1.6688  -0.164
H34 -4.5561 1.5275 -1.9432  0.023
H35 -3.0923 2.1176 -2.7626  0.024
H36 -3.8911 3.1232 -1.5403  0.035
H37 -2.3397 -0.6995 -2.6965  0.106
H38 -2.2756 -3.1587 -2.7765  0.108
H39 -2.2069 -4.4698 -0.6814  0.108
H40 -2.1861 -3.3031 1.5082  0.091
H41 -2.2609 -0.8440 1.5981  0.094
H42 -1.4586 2.5297 2.1619  0.034
H43 -2.3963 3.0688 4.3767  0.106
H44 -4.7688 2.6111 4.8534  0.117
H45 -6.9147 1.6657 4.1810  0.115
H46 -8.3060 0.4734 2.5422  0.107
H47 -7.3316 -0.2346 0.3679  0.109
H48 -5.0174 0.2941 -0.1796  0.081

Properties
- maximum force (Eh/bohr) = 0.0072
- LUMO (eV) = -1.7
- orbital gap (eV) = 8.629
- electronic energy (hartree) = -6842.2028
- net charge = +1

---

One molecule with the formula C4H8O2 at a distorted geometry. Source: OMol25; level of theory: ωB97M-V/def2-TZVPD.

Last column: Löwdin charge in e.
Geometry (Å):
C1 -1.9694 -0.0516 0.3627  -0.008
C2 -0.5794 0.3523 0.0106  -0.430
O1 -0.6465 0.7945 -1.1398  0.019
C3 0.7951 0.3348 0.4863  -0.275
C4 1.4221 -0.9883 -0.6741  0.037
O2 1.3044 1.6209 0.6704  0.011
H1 -2.1592 -1.0141 -0.1315  0.097
H2 -2.7395 0.6200 -0.0550  0.102
H3 -1.8799 -0.1155 1.4391  0.075
H4 1.0009 -0.1662 1.4281  0.124
H5 0.9220 -1.9676 -0.6335  0.061
H6 2.4238 -1.0561 -0.2635  0.041
H7 1.3616 -0.6013 -1.6929  0.051
H8 0.7441 2.2382 0.1930  0.095

Properties
- structure (SMILES) = CC(=O)[C@@H](C)O
- maximum force (Eh/bohr) = 0.1066
- LUMO (eV) = 0.8
- orbital gap (eV) = 10.295
- electronic energy (hartree) = -307.5919
- ΔE to the lowest compared entry with this formula, charge and spin (eV) = 3.2804
- net charge = 0